DFT (ωB97M-V/def2-TZVPD) results for one molecule with the formula C8H12 in a non-equilibrium geometry.

Calculated total energy, hartree: -311.92106
HOMO level, eV: -8.9
Gap between HOMO and LUMO, eV: 9.958
SMILES: C1=C[C@H]2CC[C@@H]1CC2
Strongest force on any atom, eV/A: 5.6
Energy relative to the best compared isomer or geometry (same formula, charge and spin), kcal per mole: 41.0

Geometry (Å):
C  -0.8246  -0.5193  1.3548
C  0.4903  -0.6035  1.5909
C  1.2733  -0.3333  0.2648
C  0.4918  -1.1136  -0.8818
C  -0.8848  -0.7154  -1.0052
C  -1.3051  0.2739  0.1022
C  -0.4185  1.4842  0.0019
C  1.0680  1.1573  -0.2013
H  -1.7172  -0.7734  1.9526
H  0.9774  -0.6970  2.5100
H  2.3372  -0.7144  0.1775
H  1.1355  -1.1250  -1.8501
H  0.4594  -2.2228  -0.5400
H  -1.3334  -1.7997  -0.6924
H  -1.2471  -0.4581  -2.0425
H  -2.3117  0.7890  0.1856
H  -0.6453  2.3013  0.8145
H  -0.7655  2.0357  -0.9650
H  1.5208  1.2669  -1.1343
H  1.6997  1.7673  0.3578

Atom charges from the natural (NBO) analysis, given in e for atoms 1 to 4: -0.186 -0.209 -0.242 -0.406